(1)
Entry from OMol25: C24H25BrI2NO5SiTi as an isolated structure (the ωB97M-V functional and the def2-TZVPD basis).

CARTESIAN COORDINATES (ANGSTROEM)
Ti  -0.69  -0.33  -0.66
Br  -0.82  0.99  6.45
C  -0.18  -0.35  5.26
C  0.49  -1.44  5.79
C  0.94  -2.41  4.91
C  0.70  -2.24  3.55
C  0.03  -1.11  3.15
N  -0.41  -0.17  3.99
C  -0.23  -0.90  1.68
O  0.03  -1.81  0.87
O  -0.71  0.20  1.26
H  0.65  -1.52  6.86
H  1.47  -3.28  5.28
H  1.02  -2.96  2.82
I  1.71  0.16  -1.47
I  2.32  2.78  -6.05
C  -3.11  -3.21  -1.82
C  -2.21  -2.14  -1.29
O  -1.11  -1.87  -1.89
O  -2.50  -1.46  -0.28
H  -2.53  -3.98  -2.31
H  -3.78  -2.75  -2.55
H  -3.71  -3.62  -1.01
C  -2.10  3.00  -5.00
C  -2.07  1.80  -4.05
C  -3.42  1.06  -4.13
C  -0.96  0.83  -4.48
Si  -1.83  2.39  -2.28
O  -1.54  1.00  -1.36
C  -3.44  3.06  -1.58
C  -4.27  2.25  -0.79
C  -5.48  2.74  -0.31
C  -5.88  4.03  -0.61
C  -5.07  4.84  -1.38
C  -3.86  4.36  -1.86
C  -0.46  3.59  -1.94
C  -0.49  4.34  -0.76
C  0.55  5.19  -0.44
C  1.64  5.32  -1.30
C  1.68  4.59  -2.48
C  0.63  3.73  -2.79
H  -2.34  2.66  -6.01
H  -1.13  3.50  -5.06
H  -2.85  3.74  -4.71
H  -3.55  0.66  -5.13
H  -4.26  1.72  -3.91
H  -3.46  0.23  -3.42
H  -1.15  0.50  -5.51
H  -0.94  -0.06  -3.85
H  0.03  1.28  -4.48
H  -3.97  1.24  -0.55
H  -6.11  2.10  0.30
H  -6.83  4.41  -0.24
H  -5.37  5.86  -1.61
H  -3.22  5.01  -2.45
H  -1.33  4.25  -0.08
H  0.52  5.76  0.49
H  2.45  5.99  -1.05
H  2.51  4.66  -3.17
H  0.72  3.17  -3.72

The calculation puts the HOMO energy at -3.80 eV. Its charge is -1. For the total energy, the calculation gives -154269.2323 eV. The orbital gap comes out at 4.91 eV.


(2)
Entry from OMol25: C24H25CuFN7O5Se as an isolated structure (the ωB97M-V functional and the def2-TZVPD basis).

CARTESIAN COORDINATES (ANGSTROEM)
Cu  0.56  -3.04  -1.62
N  2.42  -4.14  -0.86
N  1.96  -4.55  0.41
C  0.68  -4.20  0.87
O  0.42  -4.42  2.04
O  -0.15  -3.77  -0.03
H  2.75  -4.94  -1.38
H  3.16  -3.46  -0.78
H  2.63  -4.77  1.12
F  0.25  0.85  3.79
C  0.24  1.24  2.50
C  0.56  0.33  1.53
C  0.50  0.71  0.18
C  0.78  -0.30  -0.85
O  1.16  -1.43  -0.49
C  0.58  0.12  -2.20
C  0.22  1.41  -2.44
N  0.02  2.36  -1.50
C  -0.39  3.68  -1.89
C  0.30  4.33  -3.05
C  0.56  4.83  -1.66
C  0.11  2.01  -0.16
C  -0.18  2.93  0.86
C  -0.13  2.56  2.19
N  -0.46  3.51  3.19
C  0.04  3.39  4.54
C  -0.19  4.73  5.26
N  -0.28  5.80  4.21
C  -1.55  5.66  3.40
C  -1.76  4.16  3.15
C  0.80  -0.76  -3.42
O  0.74  -0.24  -4.52
O  0.99  -2.02  -3.20
H  0.82  -0.69  1.78
H  0.10  1.72  -3.47
H  -1.45  3.87  -1.77
H  -0.31  4.93  -3.71
H  1.10  3.78  -3.53
H  0.14  5.78  -1.37
H  1.52  4.59  -1.23
H  -0.45  3.95  0.60
H  1.11  3.16  4.51
H  -0.45  2.60  5.13
H  0.61  4.97  5.95
H  -1.14  4.75  5.80
H  0.51  5.69  3.58
H  -0.23  6.73  4.63
H  -1.39  6.22  2.48
H  -2.36  6.11  3.97
H  -2.23  4.01  2.18
H  -2.43  3.73  3.90
Se  0.56  -4.29  -4.63
N  -0.07  -4.47  -2.95
C  -0.52  -5.71  -2.81
C  -1.12  -6.25  -1.62
C  -1.53  -7.54  -1.65
C  -1.40  -8.37  -2.82
C  -0.84  -7.89  -3.96
C  -0.39  -6.53  -3.99
N  0.17  -5.96  -5.03
H  -1.22  -5.62  -0.75
H  -1.99  -7.97  -0.77
H  -1.75  -9.39  -2.77
H  -0.74  -8.49  -4.85

The expectation value of S² is 0.752. The calculation puts the HOMO energy (spin up / spin down) at -10.32 / -10.30 eV. Its charge is +1. For the total energy, the calculation gives -158658.9009 eV. The orbital gap (spin up / spin down) comes out at 6.92 / 6.90 eV. As for the spin multiplicity: 2.